A.
Here is the molecule C8H9ClO2 from the Open Molecules 2025 dataset. Energies are from ωB97M-V with the def2-TZVPD basis set.

Summary:
Kohn-Sham gap = 0.310 hartree
LUMO = -0.081 eV
charge = 0
multiplicity = 1

Element x y z (Å)
Cl: 0.826 -3.116 -0.679
O: 0.085 -1.360 1.022
O: 2.525 2.559 -0.901
C: -1.352 -1.499 -0.839
C: 1.547 -1.267 1.388
C: 0.197 2.090 -0.586
C: -1.860 0.906 -0.334
C: -2.263 -0.351 -0.740
C: -0.614 1.268 0.110
C: 1.609 2.164 -0.179
C: -0.229 -1.830 -0.189
H: 1.543 -0.419 2.087
H: 1.943 1.723 0.722
H: -0.070 1.081 1.071
H: -3.313 -0.465 -0.919
H: -2.718 1.525 -0.470
H: -0.240 2.485 -1.541
H: 2.266 -1.241 0.586
H: 1.822 -2.011 2.055
H: -1.703 -2.243 -1.662

Atom charges from the natural (NBO) analysis, given in e for atoms 1 to 4: atom 1 (Cl): -0.01, atom 2 (O): -0.51, atom 3 (O): -0.53, atom 4 (C): -0.35



B.
Here is a cluster of 2 separate species, C8H9ClO2 in total from the Open Molecules 2025 dataset. Energies are from ωB97M-V with the def2-TZVPD basis set.

Summary:
Kohn-Sham gap = 0.297 hartree
LUMO = 0.538 eV
charge = 0
multiplicity = 1

Element x y z (Å)
Cl: -1.321 -2.243 0.540
O: -1.707 -0.817 -2.141
O: -2.477 0.034 0.880
C: -0.251 1.533 0.511
C: -1.621 -2.008 -1.932
C: -0.158 0.115 0.304
C: 1.244 -0.522 0.339
C: 2.374 0.458 0.277
C: 0.802 2.323 0.339
C: -1.301 -0.522 0.596
C: 2.133 1.768 0.177
H: -1.188 2.111 0.756
H: 2.973 2.530 0.269
H: -2.537 -2.562 -1.932
H: -0.739 -2.633 -2.093
H: -2.967 -0.511 1.529
H: 1.326 -1.137 1.303
H: 1.368 -1.197 -0.440
H: 0.725 3.298 0.399
H: 3.323 -0.017 0.320

Atom charges from the natural (NBO) analysis, given in e for atoms 1 to 4: atom 1 (Cl): 0.00, atom 2 (O): -0.54, atom 3 (O): -0.67, atom 4 (C): -0.17



The most stable arrangement is B, and the next structure is 46.1 kJ/mol less stable.



A.
Here is a structure of composition CuH10O5 from the Open Molecules 2025 dataset. Energies are from ωB97M-V with the def2-TZVPD basis set.

Summary:
Kohn-Sham gap = 0.302 hartree
LUMO = -3.745 eV
charge = +1
multiplicity = 1

Element x y z (Å)
Cu: 0.143 -0.661 -0.214
O: 0.193 -2.566 0.133
O: 1.996 -0.267 -0.316
O: -1.326 -0.274 -1.292
O: -0.739 2.431 -0.992
O: -0.378 0.260 1.538
H: -0.793 3.411 -1.046
H: -2.222 -0.539 -1.558
H: 0.827 -2.888 0.808
H: 2.262 0.608 -0.009
H: -1.383 0.679 -1.362
H: -0.102 -0.034 2.395
H: 2.498 -0.811 0.311
H: -0.531 1.178 1.725
H: 0.173 2.217 -0.775
H: -0.618 -2.745 0.654

Atom charges from the natural (NBO) analysis, given in e for atoms 1 to 4: atom 1 (Cu): 0.88, atom 2 (O): -0.97, atom 3 (O): -0.96, atom 4 (O): -1.00



B.
Here is a structure of composition CuH10O5 from the Open Molecules 2025 dataset. Energies are from ωB97M-V with the def2-TZVPD basis set.

Summary:
Kohn-Sham gap = 0.222 hartree
LUMO = -3.713 eV
charge = +1
multiplicity = 1

Element x y z (Å)
Cu: -0.216 0.031 -0.135
O: 0.930 -0.995 -0.034
O: -1.271 -0.339 -1.363
O: -0.541 -0.934 1.274
O: -0.229 1.004 1.043
O: 0.590 1.228 -1.112
H: 0.988 -1.856 0.381
H: -0.644 -0.367 2.038
H: -1.712 -1.188 -1.399
H: -1.162 1.003 1.255
H: 1.775 -0.880 -0.468
H: 0.321 -1.335 1.386
H: -1.190 -0.073 -2.279
H: 0.136 1.718 1.565
H: 1.398 0.994 -1.569
H: 0.825 1.990 -0.583

Atom charges from the natural (NBO) analysis, given in e for atoms 1 to 4: atom 1 (Cu): 0.99, atom 2 (O): -0.99, atom 3 (O): -0.96, atom 4 (O): -0.95



The most stable arrangement is A, and the next structure is 1320.7 kJ/mol less stable.



A.
Here is the ion C3H9ClN3 with charge +1 from the Open Molecules 2025 dataset. Energies are from ωB97M-V with the def2-TZVPD basis set.

Summary:
Kohn-Sham gap (spin up / spin down) = 0.290 / 0.290 hartree
LUMO (spin up / spin down) = -6.978 / -6.980 eV
charge = +1
multiplicity = 1

Element x y z (Å)
Cl: 3.195 -0.026 0.247
N: 0.311 2.023 -0.090
N: 0.319 -0.335 -0.094
N: 1.483 -0.375 -0.782
C: -0.268 -1.609 0.398
C: -1.686 0.906 0.344
C: -0.243 0.916 0.141
H: -2.084 1.861 0.047
H: -1.963 0.775 1.376
H: 1.535 0.535 -1.331
H: 0.462 -2.360 0.272
H: 1.367 1.892 -0.212
H: 1.464 -1.093 -1.446
H: -0.415 -1.515 1.410
H: -1.199 -1.750 -0.012
H: -2.277 0.156 -0.268

Atom charges from the natural (NBO) analysis, given in e for atoms 1 to 4: atom 1 (Cl): 0.05, atom 2 (N): -0.56, atom 3 (N): -0.18, atom 4 (N): -0.31



B.
Here is the ion C3H9ClN3 with charge +1 from the Open Molecules 2025 dataset. Energies are from ωB97M-V with the def2-TZVPD basis set.

Summary:
Kohn-Sham gap = 0.384 hartree
LUMO = -4.246 eV
charge = +1
multiplicity = 1

Element x y z (Å)
Cl: 3.128 -0.247 -0.028
N: 0.439 -0.362 0.182
N: 0.302 0.702 -1.773
N: 1.533 -1.005 -0.376
C: -0.131 0.535 -0.540
C: -0.152 -0.928 1.405
C: -1.442 1.099 -0.135
H: 1.662 -1.787 0.237
H: 0.454 -0.798 2.347
H: -1.362 1.429 0.886
H: 0.084 1.398 -2.373
H: -1.797 1.895 -0.787
H: -0.378 -2.004 1.274
H: 1.119 0.091 -1.822
H: -2.390 0.435 -0.200
H: -1.071 -0.453 1.703

Atom charges from the natural (NBO) analysis, given in e for atoms 1 to 4: atom 1 (Cl): 0.11, atom 2 (N): -0.21, atom 3 (N): -0.69, atom 4 (N): -0.42



The most stable arrangement is B, and the next structure is 192.3 kJ/mol less stable.



A.
Here is the molecule C5H8N2O3S from the Open Molecules 2025 dataset. Energies are from ωB97M-V with the def2-TZVPD basis set.

Summary:
Kohn-Sham gap = 0.388 hartree
LUMO = 0.647 eV
charge = 0
multiplicity = 1

Element x y z (Å)
S: -0.411 -1.190 -1.627
O: 1.286 0.810 -2.589
O: 0.366 -2.366 -1.708
O: -1.294 -0.909 -2.712
N: 1.581 0.803 -0.350
N: -1.370 -1.318 -0.293
C: 0.860 0.373 -1.330
C: 2.593 1.559 -0.960
C: -2.449 -0.388 -0.188
C: -0.557 -1.582 0.894
C: 2.406 1.559 -2.309
H: 0.192 -2.209 0.456
H: -3.249 -0.832 0.455
H: -1.940 0.518 0.268
H: 2.842 2.002 -3.237
H: -0.151 -0.839 1.508
H: -1.055 -2.297 1.516
H: -2.885 -0.089 -1.135
H: 3.287 2.130 -0.291

Atom charges from the natural (NBO) analysis, given in e for atoms 1 to 4: atom 1 (S): 2.28, atom 2 (O): -0.42, atom 3 (O): -0.90, atom 4 (O): -0.91



B.
Here is a cluster of 2 separate species, C5H8N2O3S in total from the Open Molecules 2025 dataset. Energies are from ωB97M-V with the def2-TZVPD basis set.

Summary:
Kohn-Sham gap = 0.292 hartree
LUMO = 0.449 eV
charge = 0
multiplicity = 1

Element x y z (Å)
S: 0.708 0.043 -1.649
O: -3.661 2.754 -0.710
O: 0.143 -2.870 -1.169
O: -0.551 -2.568 1.032
N: -2.642 0.789 -0.108
N: 0.426 0.160 1.059
C: 1.230 1.274 0.710
C: -0.105 -2.015 -0.108
C: 1.925 0.963 -0.598
C: -3.050 1.926 -0.200
C: 0.335 -0.750 -0.052
H: 2.268 1.869 -1.123
H: 1.977 1.541 1.426
H: 2.775 0.326 -0.308
H: 0.533 -0.331 1.858
H: -1.975 0.460 0.546
H: 0.535 2.071 0.499
H: -1.231 -3.322 0.852
H: 0.358 -2.322 -1.956

Atom charges from the natural (NBO) analysis, given in e for atoms 1 to 4: atom 1 (S): 0.18, atom 2 (O): -0.49, atom 3 (O): -0.69, atom 4 (O): -0.70



C.
Here is a cluster of 2 separate species, C5H8N2O3S in total from the Open Molecules 2025 dataset. Energies are from ωB97M-V with the def2-TZVPD basis set.

Summary:
Kohn-Sham gap = 0.353 hartree
LUMO = 0.065 eV
charge = 0
multiplicity = 1

Element x y z (Å)
S: -1.051 0.691 -1.981
O: -0.453 1.943 -1.519
O: 1.682 -1.370 -0.215
O: -0.941 0.956 -3.729
N: 1.868 0.795 -0.496
N: -1.471 -0.572 0.312
C: 0.303 -0.463 -1.814
C: 1.335 -0.362 -0.775
C: -1.251 -0.678 1.439
C: -0.291 -0.891 3.677
C: -1.231 -0.472 2.838
H: 2.596 0.819 0.190
H: -1.250 1.788 -4.039
H: -2.113 0.084 3.281
H: 0.691 -0.397 -2.855
H: 0.666 -1.435 3.486
H: 0.096 -1.470 -1.772
H: 1.262 1.626 -0.751
H: -0.447 -0.592 4.725

Atom charges from the natural (NBO) analysis, given in e for atoms 1 to 4: atom 1 (S): 1.58, atom 2 (O): -0.98, atom 3 (O): -0.63, atom 4 (O): -0.94



The most stable arrangement is B, and the next structure is 61.6 kJ/mol less stable.